Here is an isolated molecule of C2H4N2S3 in a non-equilibrium geometry from the Open Molecules 2025 dataset. Energies are from ωB97M-V/def2-TZVPD.

Geometry as XYZ:
```
11
Properties=species:S:1:pos:R:3:forces:R:3:nbo_charge:R:1
S -0.038577 -0.275434 3.622077 -0.1 0.0 -0.3 0.053
C -0.466997 -0.306856 2.067080 0.3 0.8 0.5 -0.505
S -0.521463 1.116183 1.074818 0.0 -0.2 -0.3 0.539
N -1.057472 0.480128 -0.420253 0.0 0.2 0.5 -0.803
C -0.270861 0.237983 -1.546008 0.0 0.0 -0.4 0.248
N 0.948633 -0.067466 -1.688537 -0.2 0.1 0.2 -0.599
S 2.032562 -0.235910 -0.377763 -0.1 -0.1 -0.3 0.150
H -0.722550 -1.180656 1.513371 -0.2 -0.8 -0.3 0.212
H -2.023997 0.703421 -0.614831 0.2 -0.1 -0.1 0.406
H -0.866096 0.298909 -2.467966 0.2 -0.1 0.3 0.181
H 2.986817 -0.770303 -1.161988 -0.1 0.1 0.2 0.118
```
Forces are in eV/Å.

Output
**HOMO-LUMO gap**: 8.320 eV
**Multiplicity**: 1
**F_max**: 1.0 eV Å⁻¹
**Energy**: -1382.6233 a.u.
**ΔE to the lowest compared entry with this formula, charge and spin**: 128.2 kJ/mol

***

Here is an isolated molecule of C21H26N2O5S in a non-equilibrium geometry from the Open Molecules 2025 dataset. Energies are from ωB97M-V/def2-TZVPD.

Geometry as XYZ:
```
55
Properties=species:S:1:pos:R:3:forces:R:3:nbo_charge:R:1
C 8.240499 1.851863 -0.739255 0.2 0.1 0.1 -0.254
O 7.155620 1.036791 -1.112681 -0.3 -0.2 0.0 -0.508
C 6.110005 0.908925 -0.252960 -0.1 0.0 0.1 0.385
C 6.026568 1.513880 0.998448 0.2 0.0 -0.2 -0.321
C 4.904308 1.304469 1.786074 -0.1 0.0 0.0 -0.169
C 3.862563 0.512947 1.352986 -0.1 -0.1 -0.1 -0.221
C 3.927056 -0.099833 0.095686 0.6 0.4 0.2 -0.083
C 2.879065 -0.930413 -0.441409 -0.9 -0.5 -0.1 -0.108
C 1.646573 -1.201725 0.030375 0.8 0.4 0.1 -0.286
S 0.846442 -0.629059 1.479589 0.0 0.2 0.2 0.292
C -0.663764 -1.461164 1.056613 0.6 0.1 0.2 0.571
O -1.664769 -1.424380 1.717777 -0.2 0.0 0.1 -0.598
N -0.484848 -2.173909 -0.094913 -0.3 -0.4 -0.2 -0.487
C -1.620604 -2.780842 -0.762052 -0.2 -0.2 -0.2 -0.213
C -2.179577 -1.806188 -1.807899 0.1 0.1 0.1 -0.507
C -2.362757 -0.436166 -1.161402 -0.1 -0.3 -0.5 0.693
O -1.414083 0.335622 -1.151551 0.4 0.1 -0.1 -0.660
N -3.543380 -0.123940 -0.596173 -0.1 0.2 0.1 -0.441
C -4.688725 -0.992435 -0.439026 -0.1 -0.4 0.2 -0.207
C -4.974776 -1.232735 1.044262 -0.2 0.1 -0.1 -0.416
C -5.225985 0.100363 1.737811 0.2 -0.1 0.1 -0.400
C -4.008949 0.995978 1.531633 -0.1 0.0 -0.1 -0.418
C -3.672734 1.180735 0.048866 0.2 0.4 0.0 -0.046
C -4.667496 2.064443 -0.715287 0.2 0.2 0.2 -0.440
C -4.450800 3.552410 -0.428330 0.2 -0.4 0.1 -0.052
O -5.348619 4.369571 -1.140883 -0.3 0.2 -0.3 -0.713
C 0.735158 -2.065031 -0.737645 0.1 -0.2 -0.2 0.683
O 0.992573 -2.628982 -1.773978 -0.1 0.0 -0.1 -0.573
C 5.062365 0.103659 -0.689683 0.0 0.1 0.1 -0.236
H 8.939036 1.811328 -1.573375 0.0 0.0 0.1 0.203
H 8.734022 1.476891 0.163156 0.0 0.0 0.0 0.176
H 7.928085 2.888940 -0.580229 0.0 0.0 0.0 0.177
H 6.820603 2.142634 1.368532 0.1 0.0 0.0 0.221
H 4.850234 1.774499 2.756648 0.0 0.0 0.1 0.216
H 3.003803 0.363553 1.985833 0.0 0.1 0.1 0.212
H 3.100178 -1.407890 -1.390656 -0.1 0.0 0.0 0.238
H -2.363589 -3.015272 0.003496 0.1 0.0 -0.1 0.227
H -1.271952 -3.696617 -1.245445 -0.1 0.1 0.1 0.236
H -3.084396 -2.205758 -2.259329 0.0 0.0 0.0 0.221
H -1.426480 -1.678393 -2.588565 -0.1 0.0 0.1 0.252
H -4.521070 -1.943669 -0.939602 0.0 0.1 -0.1 0.208
H -5.557121 -0.512046 -0.905186 0.0 -0.1 0.0 0.192
H -5.836342 -1.894757 1.144120 0.0 0.0 0.0 0.208
H -4.107837 -1.710269 1.503070 0.0 -0.1 0.0 0.224
H -5.387315 -0.057105 2.805011 -0.1 0.0 0.0 0.215
H -6.124232 0.569719 1.331177 -0.1 0.0 0.0 0.192
H -4.165776 1.972351 1.989419 0.0 0.1 0.1 0.209
H -3.150732 0.525152 2.014696 0.0 0.1 0.0 0.232
H -2.683330 1.645077 -0.030663 -0.2 -0.1 0.0 0.252
H -4.525286 1.893624 -1.787328 0.0 0.0 0.0 0.204
H -5.698507 1.811322 -0.465730 -0.1 0.0 -0.1 0.203
H -3.411121 3.825079 -0.659091 -0.1 -0.1 0.1 0.159
H -4.639531 3.772329 0.624244 0.1 0.0 0.0 0.176
H -5.208560 4.234111 -2.084794 0.0 0.0 0.1 0.462
H 5.145836 -0.355051 -1.662638 0.0 -0.1 -0.1 0.222
```
Forces are in eV/Å.

Output
**HOMO-LUMO gap**: 8.125 eV
**Multiplicity**: 1
**F_max**: 1.1 eV Å⁻¹
**Energy**: -1699.7706 a.u.
**ΔE to the lowest compared entry with this formula, charge and spin**: 139.2 kJ/mol

***

Here is an isolated molecule of C16H20N4O3S2 in a non-equilibrium geometry from the Open Molecules 2025 dataset. Energies are from ωB97M-V/def2-TZVPD.

Geometry as XYZ:
```
45
Properties=species:S:1:pos:R:3:forces:R:3:nbo_charge:R:1
C -8.104442 -0.026841 0.098756 0.0 0.0 0.1 -0.633
C -6.636101 0.250562 0.048477 0.1 0.0 0.0 0.019
C -5.720357 -0.707267 0.474190 -0.1 0.0 0.0 -0.207
C -4.363021 -0.454408 0.460955 0.1 0.2 -0.1 -0.199
C -3.886765 0.776320 0.010974 -0.5 0.0 -0.1 -0.109
C -2.454638 1.126467 -0.047912 0.1 -0.2 0.2 0.662
O -1.997619 1.994908 -0.763146 -0.2 0.1 -0.1 -0.584
N -1.622329 0.409938 0.786701 -0.4 -0.1 0.0 -0.613
C -0.286302 0.666133 0.839205 0.8 0.9 -0.7 0.197
N 0.529822 0.022460 1.616452 -1.2 -0.6 0.3 -0.309
N 1.782277 0.446962 1.501172 1.4 0.4 0.2 -0.242
C 1.929196 1.398967 0.647458 -0.3 0.4 -0.5 -0.336
S 3.483927 2.196669 0.244198 0.5 0.0 0.2 2.337
O 3.205878 3.018234 -0.894059 -0.3 -0.2 -0.2 -0.939
O 3.973546 2.801400 1.441601 0.0 -0.3 0.1 -0.914
N 4.535687 1.021769 -0.210188 -0.8 1.0 0.3 -0.671
C 4.308519 0.406920 -1.494059 -0.3 -0.2 -0.7 -0.234
C 3.367378 -0.802249 -1.414440 0.1 0.1 0.2 -0.419
C 3.616819 -1.643207 -0.146358 0.1 -0.3 0.0 -0.236
C 3.491276 -3.134566 -0.445910 -0.1 0.3 0.2 -0.593
C 4.988487 -1.312567 0.442896 -0.4 0.2 0.0 -0.412
C 5.051743 0.160530 0.841343 0.5 -0.2 0.7 -0.222
S 0.465027 1.900599 -0.146905 0.3 -0.5 0.5 0.503
C -4.799924 1.730983 -0.436666 0.2 -0.1 0.1 -0.154
C -6.154664 1.472254 -0.410383 0.0 -0.1 0.0 -0.218
H -8.489826 0.211048 1.090808 -0.1 0.0 0.0 0.228
H -8.308863 -1.077073 -0.095660 -0.1 0.0 0.0 0.222
H -8.640875 0.580872 -0.625367 -0.1 0.0 0.0 0.221
H -6.078873 -1.666892 0.817331 0.0 -0.1 0.0 0.214
H -3.683630 -1.235671 0.770350 0.1 -0.1 0.0 0.207
H -1.978863 -0.279839 1.432281 0.0 0.1 0.0 0.427
H 5.280196 0.107872 -1.897739 -0.1 0.1 0.0 0.201
H 3.895701 1.184025 -2.137965 0.2 -0.2 -0.2 0.244
H 2.330264 -0.461081 -1.427965 0.0 0.0 -0.1 0.208
H 3.520800 -1.414098 -2.305477 0.0 0.0 -0.1 0.211
H 2.870708 -1.378411 0.609584 0.1 -0.1 -0.1 0.225
H 3.605070 -3.716197 0.465646 0.0 -0.1 0.1 0.208
H 4.256757 -3.449717 -1.152451 0.1 -0.1 -0.1 0.198
H 2.515666 -3.354902 -0.872866 -0.1 -0.1 -0.1 0.208
H 5.167959 -1.921714 1.329183 0.1 0.0 0.0 0.223
H 5.768875 -1.541715 -0.285164 0.1 -0.1 0.0 0.195
H 6.084554 0.457388 1.056733 -0.1 0.0 0.1 0.202
H 4.452151 0.336586 1.736698 0.2 -0.2 0.1 0.229
H -4.421271 2.674593 -0.798622 0.0 0.1 0.0 0.236
H -6.849924 2.223934 -0.753697 -0.1 0.1 0.0 0.217
```
Forces are in eV/Å.

Output
**HOMO-LUMO gap**: 9.098 eV
**Multiplicity**: 1
**F_max**: 1.5 eV Å⁻¹
**Energy**: -1862.8118 a.u.
**ΔE to the lowest compared entry with this formula, charge and spin**: 132.5 kJ/mol